Computed, not measured: a structure of composition C10H27ClIN2O2P2Yb, with ωB97M-V/def2-TZVPD.

Element x y z (Å)
C: -0.1326 1.3697 -2.9740
C: -0.4743 1.8608 -1.7074
H: -0.0800 2.2389 -3.6637
H: -0.8885 0.6465 -3.3004
H: 0.8226 0.8357 -2.9649
O: -0.4729 2.4841 -0.7292
I: -1.0374 -2.1655 3.5925
Yb: 0.3021 -1.2637 1.0281
P: 2.7305 0.0491 -0.2182
C: 3.6871 0.9571 1.0536
C: 3.3046 -1.6719 0.1736
H: 4.3928 -1.7558 0.0465
H: 4.8168 0.3190 -1.4725
H: 2.8182 -2.3573 -0.5336
H: 3.4853 -0.2927 -2.5068
H: 3.4452 0.5913 2.0593
H: 3.0595 -1.9836 1.2063
C: 3.7487 0.4112 -1.7054
H: 4.7630 0.8607 0.8762
H: 3.5330 1.4378 -2.0349
H: 3.4262 2.0208 1.0082
P: -2.4791 0.0915 -0.0572
C: -3.5798 1.0215 1.0808
C: -3.4086 0.4389 -1.5981
H: -2.7098 -2.2657 -0.4537
H: -4.2203 -1.5630 0.2159
H: -2.8240 -1.9219 1.3049
C: -3.1264 -1.5893 0.2976
H: -3.1304 -0.2906 -2.3678
H: -4.4723 0.3421 -1.3563
H: -4.6271 0.8548 0.8074
H: -3.3660 2.0883 0.9851
H: -3.2002 1.4604 -1.9415
H: -3.4106 0.7329 2.1216
Cl: -0.0864 -1.7143 -1.4697
C: 0.7447 3.7007 2.0722
N: 0.0566 2.9720 3.1121
C: -0.2237 1.6357 3.1051
N: -0.8587 1.2485 4.2362
O: 0.0943 0.8085 2.1976
H: 0.2129 3.6329 1.1153
H: 1.7643 3.3180 1.9552
H: 0.8115 4.7662 2.3292
H: -0.4123 3.4572 3.8640
H: -1.0832 0.2548 4.4023
H: -0.7793 1.8671 5.0369

Total charge: +2
LUMO level (spin up / spin down) (eV): -8.088 / -8.168
Highest occupied orbital energy (spin up / spin down) (eV): -14.5 / -14.5
HOMO-LUMO gap (spin up / spin down) (eV): 6.44 / 6.35
Spin multiplicity: 2
Energy above the lowest of the compared OMol25 structures with the same formula, charge and spin (kcal per mole): 0.00

Atom charges from the Löwdin analysis, given in e for atoms 1 to 5: atom 1 (C): 0.03, atom 2 (C): -0.07, atom 3 (H): 0.17, atom 4 (H): 0.12, atom 5 (H): 0.11